Density functional theory data (ωB97M-V with the def2-TZVPD basis set) for a gas-phase ion, C6H6NOS (charge +1) in a non-equilibrium geometry.

Values from the calculation:
- Largest force on an atom: 0.1050 hartree/bohr
- Net charge: +1
- Relative energy (zero: lowest compared OMol25 entry of this formula, charge and spin): 78.1 kcal per mole
- Multiplicity: 1

CARTESIAN COORDINATES (ANGSTROEM)
S 0.05458 -2.89844 1.11156
O 0.88124 -0.31545 1.58071
N 0.11683 -0.91332 -0.50405
C 0.37370 -1.28783 0.77258
C -0.34207 -1.96325 -1.22522
C -0.34992 2.28799 0.38825
C 0.47496 0.37127 -0.95054
C -0.39183 -3.06359 -0.53841
C 0.53750 1.54332 -0.20789
H -1.36458 2.36314 0.24310
H 1.41731 -0.78370 2.21725
H -0.04967 3.25959 0.82042
H -0.82485 -4.09218 -0.87658
H -0.72703 -1.72987 -2.22663
H 1.58984 1.74718 -0.43775